Entry 1:
Density functional theory data (ωB97M-V with the def2-TZVPD basis set) for a molecular structure, C42H52F5GeInN4O3SSe2.

Energy relative to the best compared isomer or geometry (same formula, charge and spin)   0.0 kcal per mole
DFT total energy   -273307.32168 eV
LUMO level   -0.7 eV
Molecular weight   1133.31 g mol⁻¹
Frontier orbital gap   7.35 eV

CARTESIAN COORDINATES (ANGSTROEM)
1 In 2.246 -0.215 0.700
2 N 0.322 3.326 2.782
3 C 0.938 2.424 1.980
4 S 0.754 0.766 2.447
5 N 1.557 2.931 0.942
6 N 2.101 2.023 0.104
7 C 2.778 2.448 -0.897
8 C 3.053 3.886 -1.147
9 C 2.112 4.691 -1.779
10 C 2.393 6.029 -2.010
11 C 3.609 6.566 -1.610
12 C 4.547 5.764 -0.977
13 C 4.272 4.423 -0.747
14 C 3.298 1.421 -1.825
15 C 4.091 1.746 -2.917
16 C 4.509 0.730 -3.763
17 C 4.105 -0.570 -3.514
18 C 3.320 -0.813 -2.399
19 N 2.942 0.155 -1.571
20 H 0.028 3.040 3.698
21 H 0.538 4.297 2.621
22 H 1.162 4.268 -2.079
23 H 1.659 6.655 -2.500
24 H 3.824 7.612 -1.790
25 H 5.494 6.181 -0.659
26 H 4.998 3.793 -0.247
27 H 4.366 2.776 -3.094
28 H 5.132 0.959 -4.617
29 H 4.388 -1.388 -4.161
30 H 2.980 -1.810 -2.137
31 O 7.090 -3.677 1.979
32 C 5.815 -4.104 1.553
33 C 4.908 -2.967 1.031
34 C 5.541 -2.377 -0.231
35 O 6.800 -1.751 -0.009
36 C 4.736 -1.949 2.172
37 Se 4.603 -0.041 1.692
38 C 3.599 -3.658 0.623
39 Se 1.866 -2.715 0.376
40 H 7.421 -3.050 1.318
41 H 5.340 -4.578 2.416
42 H 5.899 -4.869 0.767
43 H 4.852 -1.664 -0.682
44 H 5.721 -3.182 -0.947
45 H 6.606 -0.892 0.400
46 H 5.603 -2.000 2.826
47 H 3.859 -2.211 2.763
48 H 3.349 -4.405 1.378
49 H 3.759 -4.196 -0.312
50 C -4.408 -6.224 4.229
51 C -3.537 -5.163 3.618
52 C -2.216 -5.001 4.015
53 C -1.404 -4.021 3.463
54 C 0.021 -3.914 3.949
55 C -1.929 -3.181 2.461
56 C -1.023 -2.154 1.915
57 O -1.141 -1.553 0.869
58 C -3.264 -3.332 2.041
59 C -3.918 -2.485 0.982
60 C -4.040 -4.317 2.638
61 H -3.868 -6.794 4.984
62 H -4.763 -6.921 3.467
63 H -5.287 -5.782 4.701
64 H -1.806 -5.658 4.774
65 H 0.264 -4.777 4.567
66 H 0.170 -3.019 4.559
67 H 0.738 -3.872 3.127
68 H -0.155 -1.937 2.558
69 H -3.921 -3.016 0.028
70 H -3.407 -1.544 0.812
71 H -4.957 -2.291 1.255
72 H -5.073 -4.424 2.325
73 C -6.044 3.790 -3.724
74 C -4.658 3.250 -3.393
75 C -4.137 3.762 -2.055
76 C -2.749 3.225 -1.698
77 Ge -2.766 1.340 -1.117
78 C -2.565 1.331 0.826
79 C -3.600 2.147 1.613
80 C -4.844 1.364 2.035
81 C -5.817 1.047 0.907
82 H -6.405 3.412 -4.682
83 H -6.040 4.881 -3.776
84 H -6.768 3.500 -2.960
85 H -3.951 3.536 -4.179
86 H -4.681 2.157 -3.392
87 H -4.859 3.518 -1.267
88 H -4.106 4.857 -2.097
89 H -2.324 3.791 -0.863
90 H -2.070 3.365 -2.539
91 H -4.038 0.699 -1.691
92 H -1.576 1.771 0.967
93 H -2.485 0.323 1.224
94 H -3.900 3.043 1.054
95 H -3.119 2.522 2.522
96 H -5.367 1.932 2.809
97 H -4.523 0.430 2.510
98 H -6.153 1.960 0.408
99 H -6.703 0.535 1.288
100 H -5.368 0.402 0.150
101 F -2.587 -1.674 -1.696
102 C -1.556 -1.050 -2.277
103 C -1.348 0.300 -2.037
104 C -0.295 0.870 -2.724
105 F 0.018 2.169 -2.529
106 C 0.478 0.179 -3.636
107 F 1.453 0.796 -4.314
108 C 0.251 -1.171 -3.827
109 F 1.017 -1.863 -4.672
110 C -0.770 -1.797 -3.135
111 F -1.004 -3.096 -3.325

***

Entry 2:
Density functional theory data (ωB97M-V with the def2-TZVPD basis set) for a molecular structure, C42H104F3N2NiO24 at a distorted geometry.

DFT total energy   -146543.55395 eV
LUMO level (alpha / beta)   -3.0 / -4.1 eV
Molecular weight   1136.97 g mol⁻¹
Multiplicity   3
Net charge   +1
Frontier orbital gap (alpha / beta)   7.04 / 5.89 eV
Expectation value of S²   2.004

CARTESIAN COORDINATES (ANGSTROEM)
1 Ni -3.340 -3.908 -0.188
2 C -2.912 -0.621 -0.082
3 O -1.631 -0.800 0.465
4 O -3.475 -1.845 -0.313
5 C -3.769 0.328 0.833
6 F -4.938 0.736 0.353
7 F -3.930 -0.153 2.082
8 F -3.017 1.437 0.987
9 C -0.603 -1.027 -0.495
10 C 0.704 -1.082 0.291
11 H 0.591 -1.663 1.204
12 H 1.479 -1.476 -0.368
13 H 1.030 -0.073 0.560
14 H -0.512 -0.242 -1.248
15 H -0.493 -2.000 -0.980
16 H -2.776 -0.145 -1.061
17 C 5.321 1.222 1.699
18 C 4.545 2.543 1.827
19 C 3.201 2.333 1.093
20 C 2.340 3.578 1.358
21 C 2.053 3.739 2.839
22 C 3.317 3.787 3.735
23 N 4.313 2.774 3.243
24 O 5.505 2.846 4.018
25 C 3.863 5.228 3.656
26 C 2.955 3.410 5.181
27 C 5.432 3.630 1.180
28 H 4.815 0.418 2.239
29 H 6.299 1.315 2.176
30 H 5.536 0.817 0.709
31 H 3.294 2.287 0.007
32 H 2.741 1.435 1.509
33 H 1.405 3.566 0.789
34 H 2.808 4.488 0.970
35 H 1.491 2.848 3.124
36 H 1.546 4.703 2.860
37 H 3.126 5.847 4.171
38 H 4.769 5.319 4.261
39 H 4.069 5.618 2.664
40 H 1.927 3.664 5.444
41 H 2.971 2.320 5.212
42 H 3.634 3.857 5.904
43 H 5.015 4.631 1.281
44 H 5.703 3.480 0.135
45 H 6.366 3.717 1.742
46 H 5.873 3.677 3.680
47 C 6.201 -1.551 -5.265
48 C 4.763 -1.910 -4.918
49 C 4.752 -3.200 -4.079
50 C 4.996 -3.028 -2.588
51 C 4.088 -1.944 -2.029
52 C 4.194 -0.575 -2.806
53 N 3.925 -0.902 -4.210
54 O 3.717 0.311 -4.929
55 C 3.006 0.201 -2.229
56 C 5.504 0.134 -2.452
57 C 4.136 -2.220 -6.264
58 H 6.225 -0.601 -5.802
59 H 6.626 -2.314 -5.911
60 H 6.779 -1.387 -4.354
61 H 3.928 -3.892 -4.271
62 H 5.626 -3.809 -4.339
63 H 6.040 -2.733 -2.459
64 H 4.832 -3.970 -2.061
65 H 4.517 -1.684 -1.055
66 H 3.086 -2.350 -1.873
67 H 3.048 1.269 -2.463
68 H 2.085 -0.234 -2.628
69 H 2.843 0.237 -1.150
70 H 5.570 0.961 -3.163
71 H 5.641 0.522 -1.442
72 H 6.396 -0.484 -2.560
73 H 3.982 -1.349 -6.902
74 H 3.110 -2.581 -6.124
75 H 4.683 -3.020 -6.758
76 H 2.766 0.266 -5.065
77 C -2.904 5.500 2.500
78 C -1.942 4.320 2.430
79 O -1.330 4.080 3.693
80 O -4.095 5.239 3.244
81 H -3.356 5.656 1.515
82 H -2.431 6.470 2.670
83 H -1.230 4.529 1.631
84 H -2.522 3.416 2.232
85 H -1.942 3.585 4.265
86 H -3.979 5.310 4.197
87 C -4.758 0.883 5.352
88 C -4.073 2.110 4.727
89 O -2.887 2.486 5.396
90 O -3.929 -0.294 5.205
91 H -5.667 0.633 4.802
92 H -4.996 1.128 6.385
93 H -4.743 2.969 4.708
94 H -3.914 1.892 3.664
95 H -2.348 1.704 5.588
96 H -3.423 -0.214 4.389
97 C -2.208 -4.093 2.545
98 C -3.599 -3.531 2.724
99 O -4.508 -4.040 1.709
100 O -1.720 -3.814 1.237
101 H -2.183 -5.177 2.678
102 H -1.595 -3.580 3.289
103 H -3.640 -2.443 2.776
104 H -3.957 -3.891 3.691
105 H -5.397 -3.871 2.038
106 H -0.754 -3.903 1.161
107 C -3.590 0.287 -4.459
108 C -4.825 0.086 -3.572
109 O -5.056 1.169 -2.681
110 O -2.318 0.427 -3.799
111 H -3.750 1.247 -4.955
112 H -3.596 -0.512 -5.198
113 H -4.765 -0.875 -3.051
114 H -5.711 0.022 -4.203
115 H -4.245 1.323 -2.179
116 H -2.460 1.184 -3.209
117 C -0.781 4.355 -1.802
118 C -1.229 2.936 -1.425
119 O -2.549 2.648 -1.909
120 O -1.678 5.254 -1.151
121 H -0.783 4.540 -2.879
122 H 0.195 4.618 -1.385
123 H -1.132 2.804 -0.345
124 H -0.618 2.186 -1.931
125 H -3.050 3.465 -1.766
126 H -1.445 6.171 -1.314
127 C 0.043 0.770 4.697
128 C -0.679 0.431 3.408
129 O -0.896 -0.989 3.372
130 O -0.752 0.519 5.848
131 H 0.291 1.828 4.627
132 H 0.949 0.160 4.733
133 H -0.029 0.732 2.584
134 H -1.634 0.960 3.357
135 H -0.920 -1.296 2.460
136 H -1.058 -0.393 5.897
137 C -8.397 0.693 -1.169
138 C -8.386 1.551 -2.450
139 O -7.430 2.578 -2.453
140 O -9.468 -0.226 -1.330
141 H -8.439 1.360 -0.305
142 H -7.410 0.226 -1.103
143 H -9.376 1.985 -2.615
144 H -8.342 0.933 -3.355
145 H -6.537 2.200 -2.443
146 H -9.310 -1.009 -0.797
147 C -1.755 -6.209 -0.756
148 C -1.758 -5.360 -1.976
149 O -1.817 -3.968 -1.636
150 O -2.963 -6.035 -0.004
151 H -0.917 -5.946 -0.106
152 H -1.610 -7.251 -1.040
153 H -2.552 -5.629 -2.682
154 H -0.888 -5.578 -2.602
155 H -1.648 -3.386 -2.404
156 H -3.351 -6.851 0.323
157 C 0.031 -1.950 -4.419
158 C 1.049 -2.926 -3.782
159 O 0.925 -4.284 -4.200
160 O -1.121 -1.995 -3.582
161 H -0.238 -2.369 -5.394
162 H 0.373 -0.924 -4.552
163 H 1.084 -2.974 -2.688
164 H 2.062 -2.582 -4.009
165 H 0.039 -4.460 -4.531
166 H -1.498 -1.098 -3.484
167 C 2.222 -4.651 0.644
168 C 3.436 -3.854 1.120
169 O 3.834 -4.460 2.346
170 O 1.071 -4.217 1.385
171 H 2.423 -5.701 0.866
172 H 2.140 -4.543 -0.437
173 H 3.308 -2.776 1.211
174 H 4.156 -4.077 0.324
175 H 4.135 -3.788 2.965
176 H 1.316 -4.284 2.316

***

Entry 3:
Density functional theory data (ωB97M-V with the def2-TZVPD basis set) for C5H8S3 in the gas phase at a distorted geometry.

Energy relative to the best compared isomer or geometry (same formula, charge and spin)   115.7 kcal per mole
DFT total energy   -37815.15183 eV
LUMO level   -0.8 eV
SMILES   S=C1[C@H](CS)C[C@@H]1S
Molecular weight   164.32 g mol⁻¹
Frontier orbital gap   7.84 eV

CARTESIAN COORDINATES (ANGSTROEM)
1 C 1.716 0.402 -0.027
2 C 0.510 0.166 0.774
3 C -0.419 -1.043 0.938
4 C -1.583 -0.074 0.325
5 C -0.568 1.031 0.149
6 H 3.034 -1.206 -1.782
7 H 2.969 0.453 0.297
8 H 1.498 1.498 -0.689
9 H 0.659 0.684 1.761
10 H 0.187 -1.705 0.114
11 H -0.581 -1.451 1.837
12 H -2.315 0.295 1.032
13 H -3.523 0.379 -1.244
14 S 1.537 -0.878 -1.412
15 S -2.590 -0.827 -1.114
16 S -0.530 2.276 -0.959

***

Entry 4:
Density functional theory data (ωB97M-V with the def2-TZVPD basis set) for a molecular structure, C26H35F3N9O3RbS2 at a distorted geometry.

Energy relative to the best compared isomer or geometry (same formula, charge and spin)   17.9 kcal per mole
DFT total energy   -77560.26397 eV
LUMO level   3.6 eV
Molecular weight   728.22 g mol⁻¹
Net charge   -2
Frontier orbital gap   4.95 eV

CARTESIAN COORDINATES (ANGSTROEM)
1 Rb 6.703 -18.408 -4.959
2 C 5.086 -16.355 -2.577
3 C 3.885 -16.389 -3.567
4 N 4.237 -16.973 -4.821
5 C 3.162 -17.660 -5.498
6 C 2.809 -18.921 -4.737
7 C 1.494 -19.139 -4.286
8 C 1.282 -20.106 -3.321
9 C 2.346 -20.847 -2.848
10 C 3.597 -20.651 -3.431
11 C 4.779 -21.461 -2.993
12 N 5.925 -20.656 -2.581
13 C 5.772 -19.922 -1.331
14 C 5.038 -18.552 -1.470
15 N 5.708 -17.646 -2.399
16 N 3.802 -19.721 -4.352
17 H 4.756 -15.840 -1.660
18 H 5.798 -15.685 -3.051
19 H 3.500 -15.339 -3.667
20 H 3.101 -17.001 -3.090
21 H 4.767 -16.373 -5.466
22 H 3.522 -17.929 -6.515
23 H 2.251 -17.056 -5.635
24 H 0.673 -18.518 -4.596
25 H 0.315 -20.217 -2.892
26 H 2.300 -21.598 -2.058
27 H 5.085 -22.124 -3.844
28 H 4.432 -22.156 -2.237
29 H 6.729 -21.210 -2.621
30 H 6.765 -19.696 -0.997
31 H 5.314 -20.572 -0.556
32 H 4.998 -18.081 -0.486
33 H 4.006 -18.727 -1.781
34 H 6.677 -17.500 -2.118
35 F 9.673 -16.402 -2.087
36 C 8.754 -17.432 -1.866
37 F 9.111 -18.379 -2.908
38 F 9.338 -18.108 -0.759
39 C 9.415 -15.719 -6.115
40 C 8.122 -16.098 -6.796
41 O 8.111 -17.023 -7.606
42 H 9.485 -14.660 -5.910
43 H 10.188 -16.005 -6.792
44 H 9.480 -16.274 -5.169
45 O 9.995 -26.226 -7.312
46 S 10.111 -24.840 -6.922
47 O 11.417 -24.393 -6.487
48 N 8.905 -24.459 -5.854
49 C 8.134 -23.512 -6.344
50 S 6.763 -22.759 -5.625
51 C 8.497 -23.088 -7.750
52 C 7.916 -22.125 -8.503
53 C 8.350 -21.922 -9.813
54 C 9.398 -22.679 -10.319
55 C 10.033 -23.636 -9.545
56 C 9.539 -23.820 -8.251
57 H 7.157 -21.510 -8.054
58 H 7.901 -21.158 -10.438
59 H 9.807 -22.451 -11.297
60 H 10.903 -24.178 -9.909
61 C 6.344 -11.767 -8.039
62 C 5.798 -13.050 -8.719
63 C 6.928 -14.003 -9.137
64 C 4.704 -13.778 -7.918
65 N 5.071 -14.455 -6.636
66 C 5.952 -13.734 -5.833
67 N 7.109 -14.290 -5.619
68 N 7.014 -15.444 -6.397
69 N 5.714 -15.712 -6.840
70 H 6.944 -11.196 -8.767
71 H 7.046 -11.996 -7.232
72 H 5.522 -11.113 -7.677
73 H 5.300 -12.707 -9.662
74 H 7.434 -14.473 -8.288
75 H 7.699 -13.476 -9.699
76 H 6.548 -14.838 -9.732
77 H 4.313 -14.588 -8.529
78 H 3.872 -13.091 -7.741
79 H 5.715 -12.726 -5.523

***

Entry 5:
Density functional theory data (ωB97M-V with the def2-TZVPD basis set) for a molecular structure, C7H12CuFNO2 at a distorted geometry.

DFT total energy   -60371.07111 eV
LUMO level (alpha / beta)   -9.9 / -13.0 eV
Molecular weight   224.72 g mol⁻¹
Multiplicity   2
Net charge   +2
Frontier orbital gap (alpha / beta)   8.44 / 5.26 eV
Expectation value of S²   0.755

CARTESIAN COORDINATES (ANGSTROEM)
1 N -0.657 1.717 -0.765
2 C -0.235 0.284 -0.521
3 C 1.152 0.214 0.329
4 C 0.984 -0.277 1.846
5 C 0.110 0.694 2.769
6 F -1.253 0.886 2.298
7 C -1.408 -0.795 -0.265
8 O -1.362 -1.897 -1.238
9 C -1.034 -1.259 -2.511
10 O -1.478 -1.504 -3.646
11 C 0.097 -0.180 -2.068
12 H 0.193 2.263 -1.030
13 H -1.075 2.062 0.123
14 H 1.924 -0.458 -0.238
15 H 1.617 1.278 0.296
16 H 2.053 -0.298 2.301
17 H 0.616 -1.375 1.915
18 H 0.014 0.202 3.814
19 H 0.614 1.717 2.973
20 H -1.640 -1.153 0.794
21 H -2.351 -0.217 -0.622
22 H 1.072 -0.781 -2.234
23 H 0.013 0.639 -2.877
24 Cu 2.033 -1.762 -1.444

***

- Which formula does entry 4 have?
  C26H35F3N9O3RbS2

***

- Which value of DFT total energy does entry 3 give?
  -37815.15183 eV

***

- Among the records above, which one has the highest DFT total energy?
  C5H8S3

***

- Among the records above, which one has the highest DFT total energy?
  C5H8S3